[1]
# C21H19AuCl5Ge2

A molecular structure, C21H19AuCl5Ge2 (ωB97M-V with the def2-TZVPD basis set, the Open Molecules 2025 dataset).

## Properties
- 2S+1: 2
- Energy above the lowest of the compared OMol25 structures with the same formula, charge and spin: 0.0 kJ/mol
- Charge: 0
- E_HOMO (spin up / spin down): -8.0 / -9.1 eV
- Molecular weight: 790.835 Da
- E_tot: -7402.07890 hartree
- Frontier orbital gap (spin up / spin down): 7.72 / 6.86 eV
- LUMO energy (spin up / spin down): -0.0087 / -0.0810 Eh

Each line ends with the Löwdin charge.
CARTESIAN COORDINATES (ANGSTROEM)
Au: 0.79399 1.27906 -1.57884  0.673
Cl: -0.34681 0.33943 -4.54579  0.636
C: -1.30629 1.54655 -3.74612  -0.730
C: -0.86457 2.07573 -2.53931  -0.386
C: -1.65734 3.02559 -1.90823  -0.733
Cl: -1.14977 3.66186 -0.37699  0.649
C: -2.85899 3.45735 -2.46506  -0.711
Cl: -3.82835 4.63107 -1.66379  0.683
C: -3.28085 2.91739 -3.67863  -0.704
Cl: -4.76795 3.42708 -4.37373  0.688
C: -2.50434 1.95725 -4.32673  -0.712
Cl: -3.03662 1.28628 -5.81893  0.682
C: -2.70179 -0.50980 -0.31475  -0.237
Ge: -1.16405 -1.68576 -0.04570  0.648
C: -0.91520 -2.72653 -1.67934  -0.245
C: -1.49597 -2.89396 1.45708  -0.246
Ge: 0.78764 -0.27693 0.31764  0.774
C: 2.47289 -1.27072 0.36976  -0.364
C: 2.44316 -2.66628 0.37503  -0.127
C: 3.62015 -3.40198 0.43720  -0.084
C: 4.84369 -2.74888 0.48178  -0.088
C: 4.88935 -1.36031 0.46365  -0.086
C: 3.71250 -0.62756 0.40431  -0.126
C: 0.58832 0.89584 1.86824  -0.372
C: 1.52555 1.89559 2.14266  -0.131
C: 1.35781 2.74937 3.22340  -0.085
C: 0.24251 2.62172 4.04264  -0.087
C: -0.70168 1.64057 3.77742  -0.083
C: -0.53047 0.78733 2.69379  -0.127
H: -3.58904 -1.11735 -0.50525  0.025
H: -2.52921 0.13578 -1.17850  0.000
H: -2.89121 0.12315 0.55345  0.016
H: -1.80684 -3.33370 -1.84917  0.024
H: -0.05015 -3.38776 -1.61876  0.011
H: -0.78084 -2.05832 -2.53156  -0.006
H: -2.38455 -3.48919 1.23811  0.022
H: -1.66577 -2.34096 2.38129  0.009
H: -0.65354 -3.56908 1.61196  0.011
H: 1.49367 -3.18896 0.33845  0.069
H: 3.58168 -4.48423 0.44894  0.104
H: 5.76199 -3.32094 0.52597  0.103
H: 5.84365 -0.84915 0.49240  0.103
H: 3.76478 0.45479 0.38307  0.082
H: 2.39293 2.01773 1.50428  0.082
H: 2.09283 3.51915 3.42421  0.103
H: 0.10756 3.29108 4.88313  0.102
H: -1.57414 1.54172 4.41133  0.104
H: -1.28031 0.02988 2.49403  0.068

[2]
# C4H5NO2

A single C4H5NO2 molecule (ωB97M-V with the def2-TZVPD basis set, the Open Molecules 2025 dataset).

## Properties
- Energy above the lowest of the compared OMol25 structures with the same formula, charge and spin: 223.8 kJ/mol
- Charge: 0
- E_HOMO: -8.5 eV
- Molecular weight: 99.089 Da
- SMILES: CC(O)=C=NC=O
- E_tot: -360.58420 hartree
- Frontier orbital gap: 8.72 eV
- LUMO energy: 0.0083 Eh

Each line ends with the Löwdin charge.
CARTESIAN COORDINATES (ANGSTROEM)
C: -0.02340 1.78776 0.60412  -0.018
C: 0.67892 0.67523 -0.11780  -0.367
C: 0.02554 -0.39455 -0.50993  -0.018
O: 2.01890 0.90273 -0.30993  0.040
N: -0.65170 -1.31102 -0.99492  0.130
C: -1.14206 -2.40136 -0.24857  -0.330
O: -1.75446 -2.28023 0.78030  0.064
H: -0.94266 1.42700 1.07220  0.090
H: 0.63755 2.18675 1.37987  0.089
H: -0.26397 2.60021 -0.08857  0.087
H: 2.41953 0.17040 -0.79575  0.112
H: -1.00220 -3.36292 -0.77102  0.122

[3]
# C25H29B2F4N4O4Ti

A molecular structure, C25H29B2F4N4O4Ti at a distorted geometry (ωB97M-V with the def2-TZVPD basis set, the Open Molecules 2025 dataset).

## Properties
- Energy above the lowest of the compared OMol25 structures with the same formula, charge and spin: 0.0 kJ/mol
- Charge: +1
- E_HOMO: -11.3 eV
- Molecular weight: 595.014 Da
- E_tot: -2788.74710 hartree
- Frontier orbital gap: 6.90 eV
- LUMO energy: -0.1622 Eh

Each line ends with the Löwdin charge.
CARTESIAN COORDINATES (ANGSTROEM)
Ti: -0.03263 -0.02316 0.86542  1.131
C: -4.05033 1.20946 -0.32290  0.015
C: -2.79695 0.46892 -0.00194  -0.269
N: -1.77516 1.00407 0.53320  0.086
O: -1.21892 3.06077 1.60708  0.007
B: -0.12399 3.73065 0.77857  -1.096
F: 0.19278 4.92863 1.34638  0.210
F: -0.60117 3.74217 -0.50899  0.192
O: 1.11950 2.90435 0.87760  0.035
N: 1.07700 1.69458 0.24022  0.014
C: 1.88648 1.55875 -0.74812  -0.189
C: 2.75626 2.65069 -1.24043  0.047
C: 1.88251 0.17321 -1.36168  -0.436
N: 0.68550 -0.52478 -0.81592  -0.019
O: 0.98066 -1.54391 0.12627  -0.087
B: 0.28987 -2.92282 -0.14226  -1.051
F: 0.78402 -3.45396 -1.27967  0.228
F: 0.53580 -3.63478 1.00679  0.181
O: -1.17820 -2.65263 -0.29384  0.107
N: -1.52331 -1.41860 0.07063  -0.011
C: -2.65732 -0.97970 -0.33410  -0.208
C: -3.60964 -1.80014 -1.12480  0.027
C: 1.69325 0.24933 -2.88210  0.022
H: -3.97624 2.24097 0.01141  0.096
H: -4.91306 0.72720 0.14148  0.102
H: -4.21985 1.19886 -1.40182  0.106
H: 2.14703 3.36192 -1.80368  0.123
H: 3.55156 2.26469 -1.87274  0.098
H: 3.17379 3.19271 -0.39366  0.109
H: -3.12598 -2.12356 -2.04929  0.112
H: -4.51452 -1.24900 -1.36383  0.083
H: -3.86943 -2.70802 -0.57899  0.106
H: 2.52026 0.77941 -3.35063  0.094
H: 0.75774 0.76016 -3.11157  0.101
H: 1.65549 -0.76395 -3.27589  0.104
C: -0.87559 2.76637 2.96840  -0.067
C: -0.40667 1.32313 3.07178  -0.173
C: -1.33092 0.28126 3.16420  0.012
C: -0.93174 -1.06092 3.08968  -0.246
C: -1.92231 -2.18342 3.16675  0.002
C: 0.43796 -1.33752 2.95549  -0.007
C: 1.40139 -0.32090 2.93135  -0.255
C: 2.85255 -0.65868 2.76555  0.016
C: 0.95513 1.00535 2.97549  0.001
H: -1.65678 2.08379 1.00769  0.036
H: -0.09855 3.45620 3.29092  0.146
H: -1.75481 2.92356 3.59276  0.147
H: -2.38563 0.51574 3.24836  0.151
H: -1.99532 -2.52772 4.20036  0.109
H: -1.60198 -3.02590 2.55505  0.092
H: -2.91429 -1.86309 2.85166  0.092
H: 0.75346 -2.36602 2.83520  0.144
H: 3.04676 -1.01168 1.74948  0.076
H: 3.13250 -1.46202 3.44646  0.107
H: 3.48347 0.20662 2.95907  0.101
H: 1.67047 1.81246 2.89362  0.147
C: 3.12895 -0.48797 -0.99169  0.068
C: 4.13372 -1.05465 -0.65692  0.067
C: 5.30837 -1.76629 -0.24397  -0.239
C: 6.38579 -1.07751 0.31468  -0.035
C: 7.51021 -1.77384 0.72508  -0.071
C: 7.56441 -3.15380 0.58158  -0.070
C: 6.49275 -3.84073 0.02743  -0.066
C: 5.36435 -3.15327 -0.38671  -0.022
H: 6.33774 -0.00126 0.41791  0.116
H: 8.34765 -1.23871 1.15196  0.109
H: 8.44509 -3.69511 0.90056  0.109
H: 6.53631 -4.91563 -0.08465  0.110
H: 4.52517 -3.67844 -0.82341  0.121

[4]
# C24H26F6N7PdSb

A molecular structure, C24H26F6N7PdSb (ωB97M-V with the def2-TZVPD basis set, the Open Molecules 2025 dataset).

## Properties
- 2S+1: 2
- Energy above the lowest of the compared OMol25 structures with the same formula, charge and spin: 277.3 kJ/mol
- Charge: -1
- E_HOMO (spin up / spin down): -4.7 / -4.7 eV
- Molecular weight: 754.689 Da
- E_tot: -2280.95902 hartree
- Frontier orbital gap (spin up / spin down): 6.50 / 6.43 eV
- LUMO energy (spin up / spin down): 0.0667 / 0.0641 Eh

Each line ends with the Löwdin charge.
CARTESIAN COORDINATES (ANGSTROEM)
Pd: 0.69015 -0.18814 0.02215  1.021
C: 3.74436 -3.65205 -2.88906  -0.100
C: 3.40063 -2.40405 -3.38679  -0.090
C: 3.03511 -1.38204 -2.52693  -0.032
C: 3.02325 -1.61314 -1.15574  -0.328
C: 3.33855 -2.87284 -0.65259  -0.059
C: 3.70460 -3.88650 -1.52156  -0.086
N: 2.61433 -0.56934 -0.29796  -0.064
C: 3.39054 -0.11328 0.68749  -0.232
C: 4.75712 -0.48534 0.88096  -0.011
C: 5.49324 0.07494 1.88490  -0.094
C: 4.95513 1.03425 2.76711  -0.111
C: 3.65735 1.43292 2.59104  -0.033
C: 2.87961 0.87121 1.56894  -0.209
N: 1.59033 1.30348 1.27478  -0.011
N: 1.08267 2.18433 2.00596  0.098
C: -0.08961 2.78084 1.49828  -0.354
C: -1.07790 3.12581 2.42056  -0.038
C: -2.21493 3.74258 1.94245  -0.087
C: -2.30565 4.02476 0.58389  -0.078
C: -1.23535 3.69078 -0.22997  -0.151
N: -0.13788 3.08692 0.21078  0.138
H: 4.00964 -4.45271 -3.56723  0.093
H: 3.38972 -2.23187 -4.45497  0.098
H: 2.70607 -0.41710 -2.88565  0.103
H: 3.24146 -3.05349 0.41018  0.124
H: 3.92331 -4.87185 -1.13102  0.100
H: 5.19932 -1.21083 0.21547  0.104
H: 6.52762 -0.22563 2.00333  0.098
H: 5.56451 1.45197 3.55600  0.088
H: 3.20403 2.18347 3.22319  0.100
H: -0.94442 2.87984 3.46398  0.109
H: -3.02261 4.00061 2.61657  0.102
H: -3.17684 4.51027 0.16634  0.094
H: -1.25751 3.91051 -1.28975  0.105
C: -4.27223 0.94933 -2.19261  -0.162
C: -2.84436 0.76942 -2.65989  -0.183
N: -1.94844 0.84138 -1.52546  0.069
C: -2.24896 0.34115 -0.32586  -0.397
N: -1.27808 0.14922 0.55428  -0.075
C: -1.56347 -0.31503 1.91359  -0.246
C: -3.01433 -0.11734 2.29973  -0.152
C: -3.86350 -0.66589 1.17821  -0.160
N: -3.56708 0.09356 -0.02254  -0.035
C: -4.52734 -0.06890 -1.10079  -0.166
H: -4.97471 0.80834 -3.01452  0.111
H: -4.40879 1.95645 -1.78915  0.111
H: -2.55069 1.55045 -3.36392  0.119
H: -2.73063 -0.19732 -3.16161  0.114
H: -0.92568 0.89380 -1.75086  0.060
H: -0.89409 0.21717 2.59568  0.094
H: -1.29887 -1.36927 1.98962  0.078
H: -3.24912 0.93907 2.44598  0.100
H: -3.21551 -0.64811 3.23212  0.116
H: -4.93141 -0.54684 1.37972  0.117
H: -3.65061 -1.73101 1.02336  0.123
H: -5.52448 0.05211 -0.66865  0.116
H: -4.45658 -1.08370 -1.51361  0.126
F: 0.58842 0.56665 -1.98920  -0.520
Sb: -0.32997 -2.44474 -0.88864  1.548
F: -2.03368 -2.10777 -1.81531  -0.447
F: 0.18567 -3.04078 -2.66412  -0.460
F: 0.54183 -4.08620 -0.36274  -0.449
F: 0.93157 -1.36554 1.69897  -0.498
F: -1.60484 -2.99897 0.49308  -0.458

[5]
# C4H6FNO2

2 unconnected molecules or ions with the total composition C4H6FNO2 at a distorted geometry (ωB97M-V with the def2-TZVPD basis set, the Open Molecules 2025 dataset).

## Properties
- Energy above the lowest of the compared OMol25 structures with the same formula, charge and spin: 199.9 kJ/mol
- Charge: 0
- E_HOMO: -10.0 eV
- Molecular weight: 119.095 Da
- SMILES: NC(=O)C=O.C=CF
- E_tot: -461.05767 hartree
- Frontier orbital gap: 9.98 eV
- LUMO energy: 0.0005 Eh

Each line ends with the Löwdin charge.
CARTESIAN COORDINATES (ANGSTROEM)
C: 1.93644 -0.12178 -0.06496  -0.556
C: -2.43529 -0.89361 -0.35909  0.055
C: 1.07801 -0.97054 0.83414  -0.208
C: -1.29893 -0.20310 -0.58676  -0.262
N: 2.27258 1.03489 0.57319  0.162
O: 2.38415 -0.54685 -1.08753  0.107
O: 0.96044 -2.15354 0.60018  0.108
F: -0.93008 0.78875 0.18288  0.025
H: -3.08219 -0.60949 0.47396  0.073
H: -2.50396 -1.79026 -0.84636  0.027
H: 0.63211 -0.49161 1.65013  0.099
H: -0.66070 -0.40602 -1.48682  0.138
H: 1.46157 1.31605 1.12430  0.095
H: 2.94280 1.70930 0.16018  0.138

[6]
# C24H19Cl2N6NaO2S

A molecular structure, C24H19Cl2N6NaO2S at a distorted geometry (ωB97M-V with the def2-TZVPD basis set, the Open Molecules 2025 dataset).

## Properties
- Energy above the lowest of the compared OMol25 structures with the same formula, charge and spin: 41.5 kJ/mol
- Charge: -2
- E_HOMO: -1.5 eV
- Molecular weight: 549.419 Da
- E_tot: -2885.98030 hartree
- Frontier orbital gap: 5.26 eV
- LUMO energy: 0.1382 Eh

Each line ends with the Löwdin charge.
CARTESIAN COORDINATES (ANGSTROEM)
Na: -0.18938 -0.75617 -0.51910  0.459
Cl: 5.69231 3.32349 -1.76406  0.652
C: 4.71198 1.98795 -1.38898  -0.759
C: 3.32793 2.10199 -1.34245  -0.071
C: 2.44809 1.05453 -1.07950  -0.183
N: 1.03060 1.22975 -0.97856  0.083
C: 0.46755 2.35647 -0.52563  -0.411
O: 1.03450 3.46629 -0.31443  -0.118
C: -1.03395 2.26566 -0.11573  -0.148
C: -1.78825 3.40046 0.24155  -0.012
C: -3.16474 3.38285 0.39523  -0.064
C: -3.76080 2.14471 0.19160  -0.055
C: -2.92212 1.04127 -0.02278  -0.136
N: -1.64714 1.09336 -0.23706  0.069
C: 2.94634 -0.29259 -0.94617  -0.205
C: 4.36700 -0.38637 -0.95458  -0.022
C: 5.24655 0.72369 -1.19223  -0.617
Cl: 7.04947 0.53462 -1.14343  0.519
N: 2.06306 -1.32124 -0.65807  0.069
C: 2.35030 -2.62643 -0.55135  -0.496
O: 3.44700 -3.22297 -0.53554  -0.032
C: 1.22765 -3.58041 -0.44462  -0.166
C: 1.51968 -4.95619 -0.49240  0.009
C: 0.42238 -5.80060 -0.15307  -0.083
C: -0.83388 -5.33462 0.05694  -0.067
C: -1.03332 -3.95601 -0.18945  -0.105
N: -0.07032 -3.06556 -0.43116  0.084
H: 2.89032 3.06126 -1.46984  0.084
H: -1.23686 4.28242 0.30755  0.083
H: -3.76903 4.24850 0.54923  0.093
H: -4.80824 1.93858 0.41323  0.101
H: -3.32192 0.04079 0.03447  0.100
H: 4.71707 -1.39479 -0.77370  0.082
H: 2.45476 -5.28279 -0.83533  0.088
H: 0.67739 -6.85385 -0.17525  0.092
H: -1.62501 -5.89692 0.45365  0.078
H: -2.03815 -3.66460 -0.02975  0.074
C: -4.99118 -1.98798 1.56071  -0.238
C: -4.03097 -2.73470 2.29744  -0.195
C: -3.94583 -4.05528 1.61990  -0.222
C: -4.88438 -4.05954 0.55079  -0.242
C: -5.45071 -2.82454 0.50343  -0.264
H: -5.27816 -0.90890 1.66675  0.060
H: -3.25884 -2.30397 3.01494  0.067
H: -3.29935 -4.84724 1.90374  0.028
H: -5.12778 -4.87911 -0.10392  0.057
H: -6.12294 -2.48877 -0.26468  0.048
N: 2.62752 4.86804 1.23907  0.095
C: 2.71573 6.07922 0.71058  -1.014
N: 1.98182 6.17608 -0.44900  0.056
S: 3.62577 7.42230 1.23933  0.391
H: 2.28238 4.12602 0.57099  0.073
H: 3.28098 4.66076 1.97234  0.091
H: 1.32773 5.39772 -0.60433  0.068
H: 1.69941 7.07339 -0.80729  0.072